# 1
Here is an isolated molecule of C6H9NO in a non-equilibrium geometry from the Open Molecules 2025 dataset. Energies are from ωB97M-V with the def2-TZVPD basis set.

Geometry (Å):
1 C 1.0651 -1.2992 -1.9921
2 C 0.4062 -0.7032 -1.0438
3 C 0.1148 0.0817 0.0269
4 C -0.8293 1.2278 -0.1582
5 C 0.4073 -0.2945 1.3880
6 N 1.0775 0.8382 2.0902
7 C 1.7367 1.5636 1.1672
8 O 1.6654 2.7371 0.8581
9 H 0.4597 -1.9665 -2.6659
10 H 2.1218 -1.0919 -2.1923
11 H -1.0246 1.1956 -1.2598
12 H -0.5208 2.1471 0.3831
13 H -1.8225 0.9615 0.2836
14 H -0.5866 -0.4085 1.9356
15 H 0.8679 -1.2580 1.6017
16 H 0.3900 1.3917 2.6763
17 H 2.3147 0.7353 0.5838

Summary:
**Largest force on an atom**: 4.25 eV Å⁻¹
**Energy above the lowest of the compared OMol25 structures with the same formula, charge and spin**: 71.17 kcal per mole
**Orbital gap**: 9.702 eV

=====

# 2
Here is a structure of composition C7H12 in a non-equilibrium geometry from the Open Molecules 2025 dataset. Energies are from ωB97M-V with the def2-TZVPD basis set.

Geometry (Å):
1 C 1.9276 -0.4666 0.5418
2 C 0.7049 -0.9847 0.7932
3 C 1.9845 0.7051 -0.3684
4 C 0.6233 0.9888 -0.9469
5 C -0.4245 -0.2681 0.1198
6 C -1.3380 0.4633 1.0871
7 C -1.4263 -1.1382 -0.6503
8 H 2.7717 -0.8465 0.9413
9 H 0.6191 -1.7557 1.4417
10 H 2.3687 1.6073 0.0516
11 H 2.7527 0.6907 -1.1617
12 H 0.0818 1.9024 -0.8758
13 H 0.3396 0.7820 -1.9377
14 H -1.7117 -0.3580 1.6562
15 H -1.9956 1.1322 0.5487
16 H -0.7081 1.2366 1.7152
17 H -2.0187 -1.6722 -0.0298
18 H -0.8820 -1.7666 -1.3029
19 H -1.9636 -0.5663 -1.2640

Summary:
**Largest force on an atom**: 5.19 eV Å⁻¹
**Energy above the lowest of the compared OMol25 structures with the same formula, charge and spin**: 62.12 kcal per mole
**Orbital gap**: 9.898 eV

=====

# 3
Here is a structure of composition C49H69ClGeN5P3Sc from the Open Molecules 2025 dataset. Energies are from ωB97M-V with the def2-TZVPD basis set.

Geometry (Å):
1 Sc -1.1410 0.2310 -1.8914
2 C -1.0685 4.6024 0.0065
3 C 0.1835 4.2424 -0.8029
4 C 1.3187 5.1954 -0.4126
5 P 0.6081 2.4193 -0.7045
6 C 1.0220 2.4270 1.0927
7 N 1.2073 1.1919 1.7943
8 Ge 0.8249 -0.5389 1.1556
9 N 2.3433 -1.4199 0.4794
10 C 2.6208 -1.6851 -0.9050
11 P 1.1684 -1.6833 -2.0257
12 C 2.1287 -1.7467 -3.6363
13 C 3.2951 -2.7418 -3.6804
14 C 2.6857 -0.3707 -4.0020
15 C 0.3409 -3.3565 -1.7731
16 C 0.5891 -3.9241 -0.3759
17 C 0.6369 -4.4406 -2.8117
18 C 3.4587 -1.2691 1.3125
19 C 4.7891 -1.3410 0.9073
20 C 5.8035 -1.1430 1.8382
21 C 5.5184 -0.8606 3.1639
22 C 4.1933 -0.7988 3.5797
23 C 3.1935 -1.0220 2.6597
24 N 1.7748 -1.0212 2.9853
25 C 1.3871 0.0647 3.8695
26 C 1.2806 -0.0485 5.2367
27 C 0.9694 1.0832 5.9836
28 C 0.7888 2.2945 5.3381
29 C 0.8732 2.3966 3.9523
30 C 1.1517 1.2634 3.1933
31 C 1.2410 -2.3195 3.3505
32 C 1.8996 -3.2330 4.1423
33 C 1.2705 -4.4330 4.4553
34 C 0.0006 -4.6845 3.9646
35 C -0.6496 -3.7695 3.1424
36 C -0.0244 -2.5685 2.8174
37 N -0.5428 -1.5787 1.9674
38 C -1.8566 -1.8491 1.4563
39 P -2.6477 -0.6209 0.3356
40 C -4.0737 -1.7008 -0.2094
41 C -5.1308 -0.9389 -1.0057
42 C -4.7545 -2.5843 0.8418
43 C -3.2423 0.7153 1.4941
44 C -2.0874 1.2193 2.3598
45 C -4.4326 0.3258 2.3679
46 C 2.2153 2.1767 -1.5906
47 C 3.5266 2.3777 -0.8329
48 C 2.1890 2.9733 -2.8974
49 H -1.3721 5.6195 -0.2475
50 H -0.8661 4.6001 1.0779
51 H -1.9167 3.9433 -0.1698
52 H -0.0290 4.4197 -1.8588
53 H 1.5121 5.1752 0.6598
54 H 1.0204 6.2149 -0.6626
55 H 2.2504 4.9902 -0.9328
56 H 0.1960 2.9997 1.5262
57 H 1.9142 3.0508 1.2042
58 H 3.1194 -2.6564 -1.0046
59 H 3.3121 -0.9417 -1.3284
60 H 1.4014 -2.0396 -4.3960
61 H 4.1291 -2.3991 -3.0667
62 H 3.6605 -2.7966 -4.7071
63 H 3.0350 -3.7484 -3.3727
64 H 3.4899 -0.0797 -3.3226
65 H 1.9348 0.4130 -3.9899
66 H 3.1198 -0.4108 -5.0027
67 H -0.7262 -3.1243 -1.8454
68 H 1.6306 -4.2181 -0.2399
69 H -0.0235 -4.8181 -0.2437
70 H 0.3392 -3.2256 0.4167
71 H 1.6290 -4.8642 -2.6674
72 H 0.5529 -4.1008 -3.8446
73 H -0.0767 -5.2547 -2.6745
74 H 5.0506 -1.5523 -0.1198
75 H 6.8331 -1.2056 1.5119
76 H 6.3168 -0.6940 3.8729
77 H 3.9440 -0.5724 4.6087
78 H 1.4391 -1.0059 5.7165
79 H 0.8875 1.0166 7.0591
80 H 0.5743 3.1841 5.9155
81 H 0.7296 3.3638 3.4924
82 H 2.8947 -3.0163 4.5088
83 H 1.7705 -5.1591 5.0804
84 H -0.4979 -5.6121 4.2127
85 H -1.6336 -4.0106 2.7660
86 H -2.5470 -1.9569 2.3017
87 H -1.8995 -2.8008 0.9043
88 H -3.5504 -2.3763 -0.8977
89 H -5.7052 -0.2646 -0.3673
90 H -5.8379 -1.6461 -1.4409
91 H -4.7049 -0.3610 -1.8233
92 H -5.3632 -2.0071 1.5337
93 H -4.0614 -3.1946 1.4173
94 H -5.4229 -3.2710 0.3196
95 H -3.5415 1.5518 0.8616
96 H -1.7520 0.4681 3.0754
97 H -2.4210 2.0925 2.9230
98 H -1.2285 1.5136 1.7573
99 H -4.2012 -0.5288 3.0058
100 H -5.3266 0.0985 1.7901
101 H -4.6701 1.1634 3.0256
102 H 2.1595 1.1091 -1.8325
103 H 3.7711 3.4280 -0.6863
104 H 4.3372 1.9437 -1.4228
105 H 3.5309 1.8772 0.1365
106 H 2.2367 4.0454 -2.7000
107 H 1.2897 2.7725 -3.4889
108 H 3.0515 2.7195 -3.5143
109 C -2.8153 0.0856 -3.6694
110 C -1.7288 0.7013 -4.3244
111 C -0.7150 -0.2578 -4.4766
112 C -1.1663 -1.4629 -3.9129
113 C -2.4534 -1.2452 -3.3801
114 H -3.7643 0.5460 -3.4569
115 H -1.7104 1.6998 -4.7282
116 H 0.2073 -0.1097 -5.0112
117 H -0.6533 -2.4078 -3.9197
118 H -3.0932 -1.9886 -2.9304
119 Cl -6.1888 3.4419 -1.0561
120 C -4.6045 3.4485 -1.7207
121 C -4.1352 4.5131 -2.4721
122 C -2.8489 4.4218 -2.9777
123 C -2.0902 3.3010 -2.6988
124 N -2.5343 2.2752 -1.9639
125 C -3.7848 2.3539 -1.5048
126 H -4.7615 5.3746 -2.6602
127 H -2.4333 5.2150 -3.5836
128 H -1.0839 3.2193 -3.0859
129 H -4.1769 1.5069 -0.9628

Summary:
**<S²>**: 0.75
**Largest force on an atom**: 0.75 eV Å⁻¹
**Energy above the lowest of the compared OMol25 structures with the same formula, charge and spin**: 10.03 kcal per mole
**Total charge**: +2
**Orbital gap (alpha / beta)**: 5.942 / 6.176 eV
**2S+1**: 2

=====

# 4
Here is a structure of composition C19H29N7OsS2Si from the Open Molecules 2025 dataset. Energies are from ωB97M-V with the def2-TZVPD basis set.

Geometry (Å):
1 Os -0.3902 0.7980 -0.4569
2 C -1.5242 5.4813 -2.7431
3 C -2.0972 4.1220 -2.8649
4 N -3.0962 3.7668 -3.6020
5 N -3.2595 2.4284 -3.3772
6 C -2.3772 1.9340 -2.5221
7 S -2.1041 0.3475 -1.9632
8 N -1.6226 3.0028 -2.1857
9 N -0.5811 2.8875 -1.2491
10 H -2.0913 6.1512 -3.3841
11 H -0.4801 5.5006 -3.0595
12 H -1.5894 5.8464 -1.7167
13 H -4.0005 1.9299 -3.8482
14 H -0.7891 3.5023 -0.4612
15 H 0.2826 3.2176 -1.6794
16 N 4.6027 -1.5642 3.3388
17 C 3.6467 -2.1086 2.5809
18 N 3.7341 -3.4200 2.3303
19 S 2.3733 -1.1829 1.9622
20 H 5.3450 -2.1054 3.7501
21 H 4.5353 -0.5889 3.5669
22 H 4.4589 -3.9998 2.7196
23 H 3.0075 -3.8527 1.7899
24 C -0.8289 -4.8994 -0.0030
25 C -0.8817 -4.3848 1.2883
26 C -0.8573 -3.0197 1.4929
27 C -0.7687 -2.1516 0.3936
28 C -0.7024 -2.6770 -0.9040
29 C -0.7420 -4.0419 -1.0967
30 N -0.7369 -0.7777 0.5943
31 C -1.3426 -0.2474 1.7820
32 C -0.6037 0.5764 2.6290
33 C -1.2366 1.1851 3.7098
34 C -2.5822 0.9631 3.9392
35 C -3.3123 0.1251 3.0959
36 C -2.7017 -0.4830 2.0185
37 H -0.8598 -5.9691 -0.1607
38 H -0.9425 -5.0524 2.1367
39 H -0.8708 -2.6172 2.4963
40 H -0.6487 -2.0082 -1.7522
41 H -0.7144 -4.4465 -2.0993
42 H 0.4703 0.6459 2.5128
43 H -0.6624 1.8062 4.3836
44 H -3.0694 1.4279 4.7857
45 H -4.3632 -0.0487 3.2840
46 H -3.2600 -1.1258 1.3495
47 C 1.8185 1.4186 -0.1737
48 Si 1.3709 0.2591 -1.7473
49 C 2.2587 -1.3576 -1.7221
50 C 1.7293 1.1693 -3.3276
51 H 2.0944 2.4383 -0.4392
52 H 2.7280 0.8257 0.0011
53 H 1.4162 1.4264 0.8508
54 H 3.3246 -1.1952 -1.9047
55 H 1.8860 -1.9976 -2.5252
56 H 2.1442 -1.8658 -0.7647
57 H 2.8073 1.3135 -3.4387
58 H 1.2436 2.1405 -3.4385
59 H 1.4128 0.5514 -4.1723

Summary:
**Largest force on an atom**: 0.27 eV Å⁻¹
**Energy above the lowest of the compared OMol25 structures with the same formula, charge and spin**: 26.12 kcal per mole
**Total charge**: +2
**Orbital gap (alpha / beta)**: 6.429 / 6.052 eV